This record from the Open Molecules 2025 dataset describes the molecule C18H22ClN3O3S3. The level of theory is wB97M-V/def2-TZVPD.

Properties
- Lowest unoccupied orbital energy: -0.7920 eV
- HOMO level: -8.6 eV
- Total charge: 0
- Kohn-Sham gap: 0.28542 Eh

Element x y z (Å)
O 2.236 1.036 3.006
O -4.057 2.183 -2.724
O -4.489 2.407 -0.266
Cl 1.528 -5.866 -3.361
S 0.049 -3.258 -3.091
S -1.882 -0.339 -2.451
C 2.022 1.016 1.778
C 0.136 -4.942 -2.715
C -0.651 -5.252 -1.661
C -1.436 -4.274 -1.109
C -2.295 -1.648 -0.152
C -2.978 -0.373 0.043
C -1.114 -3.061 -1.694
C -1.748 -1.758 -1.371
C -2.839 0.449 -1.133
N 2.259 -0.214 1.130
N 1.259 2.072 1.366
N -2.264 3.010 -1.239
C 2.990 -1.255 1.947
C 1.868 -0.689 -0.227
C 1.271 3.301 2.158
C 3.078 -2.394 0.978
C 2.033 -2.180 -0.121
C 0.429 2.028 0.174
C -1.737 3.365 0.138
C 0.413 4.248 1.201
C -0.184 3.432 -0.029
S -3.632 2.032 -1.389
H -0.808 -6.265 -1.237
H -2.309 -4.298 -0.497
H -2.369 -2.410 0.505
H -3.579 -0.120 0.910
H -2.238 3.754 -1.921
H 3.992 -0.874 2.151
H 2.579 -1.770 2.914
H 2.490 -0.317 -1.065
H 0.773 -0.478 -0.440
H 2.266 3.704 2.439
H 0.700 3.132 3.098
H 2.931 -3.356 1.472
H 4.056 -2.357 0.477
H 1.151 -2.701 0.294
H 2.282 -2.656 -1.149
H -0.270 1.309 0.378
H 1.146 1.787 -0.614
H -1.895 4.365 0.413
H -2.026 2.683 0.964
H -0.360 4.777 1.755
H 1.094 5.013 0.916
H 0.128 4.000 -0.948

---

This record from the Open Molecules 2025 dataset describes a structure of composition C5H8O. The level of theory is wB97M-V/def2-TZVPD.

Properties
- Lowest unoccupied orbital energy: 1.1180 eV
- HOMO level: -9.4 eV
- Relative energy (zero: lowest compared OMol25 entry of this formula, charge and spin): 2.718 eV
- Total charge: 0
- Kohn-Sham gap: 0.38769 Eh

Element x y z (Å)
C 1.642 -0.248 0.458
C 0.712 0.604 -0.373
C -0.582 0.033 -0.960
C -1.364 -0.840 0.086
O -1.085 0.015 1.189
C -0.628 1.009 0.180
H 1.045 -0.834 1.159
H 2.331 0.374 1.038
H 2.232 -0.927 -0.167
H 1.235 1.391 -0.939
H -0.885 0.091 -2.015
H -1.100 -1.892 0.236
H -2.423 -0.723 -0.180
H -1.112 1.968 0.306

---

This record from the Open Molecules 2025 dataset describes a structure of composition C3H6N2. The level of theory is wB97M-V/def2-TZVPD.

Properties
- Lowest unoccupied orbital energy: 1.0369 eV
- HOMO level: -8.4 eV
- Relative energy (zero: lowest compared OMol25 entry of this formula, charge and spin): 5.876 eV
- Total charge: 0
- Kohn-Sham gap: 0.34704 Eh

Element x y z (Å)
C -0.969 0.579 0.254
C -0.248 -0.527 -0.517
N 0.255 0.849 1.013
C 1.625 -0.106 -0.660
N 0.885 -0.388 0.483
H 0.153 0.758 2.022
H -1.297 1.439 -0.337
H -1.806 0.188 0.849
H 1.977 -1.095 -1.011
H -0.646 -1.536 -0.566
H 0.070 -0.161 -1.530

---

This record from the Open Molecules 2025 dataset describes the ion C3H5N2 with charge +1. The level of theory is wB97M-V/def2-TZVPD.

Properties
- Lowest unoccupied orbital energy: -4.4215 eV
- HOMO level: -14.5 eV
- Relative energy (zero: lowest compared OMol25 entry of this formula, charge and spin): 3.566 eV
- Total charge: +1
- Kohn-Sham gap: 0.37044 Eh

Element x y z (Å)
C 2.769 0.304 -0.120
C 1.607 -0.187 0.009
C -0.786 0.283 0.096
N -2.063 0.033 0.066
N 0.254 -0.452 0.070
H 3.786 0.261 -0.376
H -0.426 1.251 0.291
H -2.739 0.732 0.401
H -2.383 -0.827 -0.304
H -0.020 -1.398 -0.133

---

This record from the Open Molecules 2025 dataset describes a structure of composition C42H26F4O20V4. The level of theory is wB97M-V/def2-TZVPD.

Properties
- Lowest unoccupied orbital energy: -0.9484 eV
- HOMO level: -2.5 eV
- Total charge: -2
- Kohn-Sham gap: 0.05717 Eh

Element x y z (Å)
O 4.723 5.307 1.488
V 3.747 4.150 0.980
O 4.546 3.203 -0.074
O 3.552 -1.794 2.095
V 2.464 -1.404 3.155
O 2.499 -2.657 4.166
O -2.980 0.080 7.093
V -2.839 0.296 5.575
O -4.112 -0.241 4.800
O -5.330 -0.918 -7.253
V -5.726 0.105 -6.119
O -7.201 0.647 -6.181
C 4.192 3.722 6.704
C 3.416 2.757 5.988
C 2.213 2.009 6.739
O 1.507 1.253 6.077
C 2.086 2.244 8.159
C 2.794 3.239 8.790
C 3.903 3.962 8.014
O 4.681 4.913 8.500
O 2.266 3.617 9.884
O 3.579 2.460 4.799
H 4.940 4.289 6.169
H 1.361 1.655 8.703
C -2.753 -1.248 -0.481
C -3.133 -0.670 -1.653
C -2.242 0.419 -2.265
O -2.446 0.847 -3.487
C -1.128 0.892 -1.710
C -0.648 0.390 -0.466
C -1.561 -0.760 0.242
O -1.292 -0.925 1.426
O 0.330 0.804 0.077
O -4.215 -1.075 -2.303
H -3.325 -2.064 -0.065
H -0.450 1.590 -2.177
C -1.381 6.023 6.717
C -1.068 5.503 5.447
C -0.040 6.126 4.459
O 0.275 5.554 3.423
C 0.731 7.319 4.980
C 0.605 7.662 6.277
C -0.552 7.041 7.099
O -0.677 7.371 8.334
O 1.534 8.394 6.832
O -1.689 4.429 5.106
H -2.157 5.497 7.253
H 1.474 7.666 4.277
F 6.829 -1.529 -6.232
C 5.905 -0.551 -6.263
C 5.630 -0.062 -7.500
C 4.712 0.908 -7.720
C 3.897 1.371 -6.602
C 4.255 0.972 -5.276
C 5.219 -0.043 -5.131
H 6.167 -0.415 -8.368
H 4.443 1.340 -8.672
H 2.997 1.937 -6.793
H 3.700 1.335 -4.424
H 5.579 -0.382 -4.171
F -3.866 -9.829 3.131
C -2.771 -9.201 3.501
C -1.840 -9.957 4.072
C -0.672 -9.439 4.641
C -0.536 -8.085 4.495
C -1.529 -7.247 3.931
C -2.675 -7.863 3.509
H -2.064 -10.987 4.309
H 0.146 -10.024 5.035
H 0.380 -7.604 4.805
H -1.371 -6.180 3.967
H -3.387 -7.169 3.087
F 1.892 6.136 -2.860
C 1.442 6.686 -3.945
C 2.306 6.744 -5.043
C 1.752 7.271 -6.212
C 0.546 7.921 -6.163
C -0.285 7.900 -5.106
C 0.153 7.230 -3.984
H 3.314 6.354 -5.021
H 2.299 7.413 -7.132
H 0.222 8.446 -7.050
H -1.212 8.420 -5.296
H -0.489 7.126 -3.122
F -4.731 -7.337 -7.698
C -4.658 -8.173 -6.592
C -4.667 -7.641 -5.336
C -4.835 -8.563 -4.240
C -4.620 -9.923 -4.385
C -4.404 -10.472 -5.661
C -4.474 -9.576 -6.780
H -4.824 -6.622 -5.013
H -4.940 -8.210 -3.225
H -4.452 -10.571 -3.538
H -4.396 -11.548 -5.748
H -4.555 -9.984 -7.776

---

This record from the Open Molecules 2025 dataset describes a structure of composition C2H3FI2. The level of theory is wB97M-V/def2-TZVPD.

Properties
- Lowest unoccupied orbital energy: -0.5300 eV
- HOMO level: -9.3 eV
- Relative energy (zero: lowest compared OMol25 entry of this formula, charge and spin): 0.130 eV
- Total charge: 0
- Kohn-Sham gap: 0.32356 Eh

Element x y z (Å)
C 0.434 0.791 0.045
C -0.477 -0.481 0.078
F -1.744 -0.170 0.051
I -0.101 -1.494 -1.956
I -0.070 -1.933 1.589
H 1.093 0.575 -0.698
H -0.086 1.766 -0.124
H 0.951 0.946 1.015

---

This record from the Open Molecules 2025 dataset describes a cluster of 2 separate species, C18H33IN3O2P in total. The level of theory is wB97M-V/def2-TZVPD.

Properties
- Lowest unoccupied orbital energy: -1.6062 eV
- HOMO level: -7.8 eV
- Total charge: 0
- Kohn-Sham gap: 0.22624 Eh

Element x y z (Å)
C 2.234 0.129 3.010
C 0.842 -0.459 2.697
P 0.839 -1.753 1.371
N 1.346 -3.037 2.571
C -0.760 -2.647 1.241
C -1.872 -2.181 0.306
C -2.651 -0.949 0.807
C -4.044 -1.265 1.377
N -4.091 -1.005 2.826
C 2.354 -2.230 0.382
C 2.812 -3.674 0.135
C 1.732 -4.721 -0.070
I 4.291 -4.375 1.536
N 0.379 -0.479 0.160
C 0.749 0.698 -0.091
C 2.196 1.170 -0.222
C -0.258 1.794 -0.371
H 2.555 -0.148 4.013
H 2.204 1.218 2.984
H 3.010 -0.183 2.312
H 0.510 -1.004 3.580
H 0.088 0.304 2.513
H 2.193 -2.828 3.086
H 0.622 -3.310 3.225
H -0.516 -3.686 1.022
H -1.166 -2.637 2.259
H -2.584 -3.014 0.272
H -1.526 -2.053 -0.718
H -2.072 -0.488 1.608
H -2.743 -0.234 -0.009
H -4.786 -0.655 0.844
H -4.328 -2.305 1.207
H -4.953 -1.375 3.212
H -4.129 -0.003 2.986
H 3.187 -1.676 0.822
H 2.202 -1.790 -0.606
H 3.407 -3.635 -0.776
H 2.169 -5.612 -0.520
H 1.304 -5.021 0.884
H 0.955 -4.330 -0.732
H 2.263 1.882 -1.047
H 2.545 1.693 0.671
H 2.857 0.337 -0.451
H 0.006 2.337 -1.280
H -1.265 1.402 -0.453
H -0.185 2.512 0.454
C -1.122 6.297 -4.126
C -1.862 5.414 -3.462
C -1.460 3.987 -3.369
O -2.130 3.181 -2.763
C -0.199 3.584 -4.045
C 0.541 4.467 -4.708
C 0.139 5.895 -4.801
O 0.814 6.700 -5.404
H -1.393 7.342 -4.209
H -2.783 5.682 -2.961
H 0.070 2.538 -3.963
H 1.462 4.199 -5.210

---

This record from the Open Molecules 2025 dataset describes a structure of composition C12H17Cl5MoO4. The level of theory is wB97M-V/def2-TZVPD.

Properties
- Lowest unoccupied orbital energy (alpha / beta): 4.4352 / 4.4352 eV
- HOMO level (alpha / beta): 0.5 / 0.5 eV
- Expectation value of S²: 2.016
- Spin multiplicity: 3
- Total charge: -2
- Kohn-Sham gap (alpha / beta): 0.14378 / 0.14321 Eh

Element x y z (Å)
C 2.051 0.176 -1.128
C 1.369 1.431 -1.284
C 0.104 1.192 -1.892
C 1.963 2.775 -1.063
C -0.003 -0.221 -2.153
C 1.211 -0.862 -1.685
C 1.588 -2.277 -1.956
C 3.465 0.027 -0.681
C -0.882 2.227 -2.301
C -1.115 -0.852 -2.910
Mo 0.206 -0.139 0.184
Cl 0.476 1.812 1.624
Cl 1.650 -1.313 1.638
O -0.895 -1.698 0.039
H 2.683 2.755 -0.242
H 1.191 3.507 -0.812
H 2.482 3.132 -1.958
H -0.995 2.960 -1.497
H -1.856 1.770 -2.477
H -0.589 2.760 -3.212
H -2.068 -0.391 -2.624
H -1.166 -1.918 -2.695
H -0.986 -0.715 -3.994
H 0.690 -2.885 -2.011
H 2.206 -2.705 -1.162
H 2.121 -2.346 -2.916
H 3.655 0.664 0.190
H 4.161 0.322 -1.470
H 3.673 -1.004 -0.401
H -1.561 -1.766 0.753
O 2.034 -3.619 0.803
H 1.608 -4.473 1.058
Cl -4.414 0.929 3.226
C -3.940 1.334 1.567
Cl -5.139 0.681 0.417
Cl -3.761 3.095 1.415
C -2.520 0.630 1.163
O -2.148 -0.243 1.976
O -1.952 0.999 0.092

---

This record from the Open Molecules 2025 dataset describes the molecule C4H7NO3. The level of theory is wB97M-V/def2-TZVPD.

Properties
- Lowest unoccupied orbital energy: 0.6763 eV
- HOMO level: -10.0 eV
- Relative energy (zero: lowest compared OMol25 entry of this formula, charge and spin): 4.968 eV
- Total charge: 0
- Kohn-Sham gap: 0.39085 Eh

Element x y z (Å)
C -0.340 0.830 1.599
C 0.775 1.007 0.611
C 0.793 0.189 -0.732
C -0.067 -1.144 -0.889
H -1.528 1.789 -0.232
H -0.203 1.224 2.702
H -0.796 -0.163 1.406
H 0.880 2.043 0.191
H 2.765 0.092 0.376
H 1.134 0.831 -1.520
H -1.683 -1.615 -1.543
N 1.783 -0.012 0.401
O -1.268 1.866 0.748
O -1.271 -0.790 -1.433
O 0.037 -2.253 -0.280

---

This record from the Open Molecules 2025 dataset describes the molecule C4H12N2S2. The level of theory is wB97M-V/def2-TZVPD.

Properties
- Lowest unoccupied orbital energy: 0.7924 eV
- HOMO level: -8.3 eV
- Relative energy (zero: lowest compared OMol25 entry of this formula, charge and spin): 0.512 eV
- Total charge: 0
- Kohn-Sham gap: 0.33454 Eh

Element x y z (Å)
N 1.175 0.523 2.072
C 2.435 0.483 1.408
C 2.692 -0.780 0.508
S 1.552 -1.190 -0.869
S -0.322 -1.499 -0.103
C -1.249 0.008 -0.565
C -2.472 -0.362 -1.375
N -3.082 0.848 -1.965
H 0.452 0.967 1.576
H 0.994 -0.247 2.681
H 2.622 1.355 0.773
H 3.242 0.582 2.143
H 3.671 -0.683 0.026
H 2.805 -1.626 1.193
H -0.597 0.672 -1.132
H -1.469 0.556 0.361
H -3.254 -0.973 -0.920
H -2.145 -0.989 -2.200
H -4.038 0.676 -2.200
H -3.014 1.677 -1.411

---

This record from the Open Molecules 2025 dataset describes a structure of composition C28H20LaN9O6S2Se2. The level of theory is wB97M-V/def2-TZVPD.

Properties
- Lowest unoccupied orbital energy: 2.4646 eV
- HOMO level: -3.1 eV
- Relative energy (zero: lowest compared OMol25 entry of this formula, charge and spin): 0.000 eV
- Total charge: -2
- Kohn-Sham gap: 0.20338 Eh

Element x y z (Å)
La 0.404 1.176 -1.630
C 3.075 6.477 -1.907
S 2.408 5.562 -3.298
C 2.660 3.873 -2.736
S 1.739 2.793 -3.783
N 3.065 3.701 -1.519
N 2.667 2.551 -0.931
C 3.199 2.471 0.295
C 2.627 1.632 1.346
C 3.191 1.642 2.629
C 2.818 0.645 3.509
C 1.807 -0.223 3.145
C 1.107 -0.063 1.927
N 1.539 0.867 1.040
H 4.158 6.350 -1.785
H 2.546 6.168 -0.990
H 2.896 7.515 -2.143
H 3.977 3.082 0.613
H 3.972 2.331 2.794
H 3.431 0.537 4.445
H 1.641 -1.093 3.815
H 0.215 -0.567 1.545
O -1.542 -2.558 -8.197
C -1.881 -2.908 -7.037
O -2.669 -3.844 -6.710
C -1.366 -2.158 -5.813
C -0.494 -1.064 -6.123
C 0.126 -0.399 -5.035
N -0.216 -0.512 -3.759
C -1.180 -1.427 -3.457
C -1.634 -2.356 -4.476
C -1.602 -1.493 -2.072
O -2.498 -2.373 -1.783
O -1.035 -0.762 -1.212
H -0.178 -0.867 -7.135
H 0.990 0.281 -5.146
H -2.246 -3.223 -4.180
Se -2.758 -2.683 3.523
Se -3.408 -0.279 2.905
C -2.993 0.863 4.376
C -3.675 0.716 5.621
C -3.284 1.563 6.711
C -2.384 2.592 6.404
C -1.804 2.636 5.120
N -2.066 1.769 4.110
C -1.950 -3.685 2.048
C -0.687 -4.329 2.020
C -0.289 -4.947 0.822
C -1.206 -5.014 -0.237
C -2.480 -4.427 -0.030
N -2.835 -3.771 1.033
H -4.493 -0.030 5.631
H -3.645 1.364 7.775
H -2.030 3.313 7.111
H -1.125 3.449 4.905
H -0.050 -4.461 2.938
H 0.636 -5.480 0.781
H -0.930 -5.380 -1.186
H -3.259 -4.530 -0.756
O -0.785 2.611 0.009
C -1.480 3.081 -0.906
O -1.397 2.748 -2.140
H -2.311 3.803 -0.759
N 2.257 -0.837 -1.615
C 2.824 -1.685 -1.028
N 3.529 -2.547 -0.462
C 3.188 -3.589 0.195
N 3.176 -4.598 0.835

---

This record from the Open Molecules 2025 dataset describes a structure of composition F6Li3N3O12S6. The level of theory is wB97M-V/def2-TZVPD.

Properties
- Lowest unoccupied orbital energy: -1.1487 eV
- HOMO level: -11.7 eV
- Relative energy (zero: lowest compared OMol25 entry of this formula, charge and spin): 1.288 eV
- Total charge: 0
- Kohn-Sham gap: 0.38868 Eh

Element x y z (Å)
Li 2.436 -26.836 -4.899
Li 0.208 -26.198 -5.664
Li 4.322 -25.542 -3.287
N 0.714 -27.503 -4.367
S 0.413 -29.193 -4.625
O -0.873 -29.451 -5.116
O 1.066 -30.044 -3.723
F 1.401 -29.166 -5.867
S -0.137 -27.307 -3.020
O 0.290 -27.945 -1.849
O -1.519 -27.168 -3.306
F 0.364 -25.786 -2.783
N 4.291 -27.181 -4.348
S 5.463 -27.434 -5.543
O 4.870 -27.798 -6.765
O 6.639 -28.036 -5.069
F 5.841 -25.901 -5.632
S 4.481 -28.523 -3.448
O 5.384 -28.337 -2.375
O 4.437 -29.710 -4.193
F 3.049 -28.449 -2.761
N 1.976 -25.395 -6.092
S 2.754 -23.982 -5.577
O 2.879 -22.945 -6.505
O 3.790 -24.220 -4.609
F 1.543 -23.573 -4.654
S 2.467 -25.454 -7.643
O 3.863 -25.294 -7.751
O 1.561 -24.798 -8.494
F 2.202 -26.977 -7.888

---

This record from the Open Molecules 2025 dataset describes a cluster of 5 separate species, C4H16N2O6 in total. The level of theory is wB97M-V/def2-TZVPD.

Properties
- Lowest unoccupied orbital energy (alpha / beta): -3.7152 / -8.1654 eV
- HOMO level (alpha / beta): -13.7 / -13.7 eV
- Relative energy (zero: lowest compared OMol25 entry of this formula, charge and spin): 0.000 eV
- Expectation value of S²: 0.755
- Spin multiplicity: 2
- Total charge: +1
- Kohn-Sham gap (alpha / beta): 0.36769 / 0.20348 Eh

Element x y z (Å)
C -1.666 -0.433 -2.080
N -1.326 0.162 -0.872
C -0.051 0.748 -0.669
C 0.464 0.375 0.712
N 1.246 -0.650 0.948
C 1.915 -1.505 -0.025
O -0.072 0.978 1.689
O -2.809 -0.709 -2.307
H -0.831 -0.665 -2.748
H -2.039 0.531 -0.252
H 0.710 0.366 -1.340
H 0.044 1.820 -0.844
H 1.171 -0.983 1.902
H 2.905 -1.159 -0.307
H 2.019 -2.478 0.448
H 1.333 -1.637 -0.915
H -1.734 1.568 2.461
H -3.141 1.088 2.403
O -2.520 1.637 1.905
H -1.933 -2.868 1.241
H -1.348 -1.597 0.630
O -1.116 -2.495 0.894
H 1.679 2.415 3.291
H 2.817 1.479 3.164
O 1.849 1.474 3.187
H 1.023 1.624 -4.043
H 0.417 0.238 -4.552
O 0.995 0.674 -3.923

---

This record from the Open Molecules 2025 dataset describes the molecule C3H5NO3. The level of theory is wB97M-V/def2-TZVPD.

Properties
- Lowest unoccupied orbital energy: 0.4761 eV
- HOMO level: -9.9 eV
- Relative energy (zero: lowest compared OMol25 entry of this formula, charge and spin): 1.567 eV
- Total charge: 0
- Kohn-Sham gap: 0.38258 Eh

Element x y z (Å)
C 1.609 1.399 0.277
N 0.824 0.541 -0.479
C -0.602 0.516 -0.361
C -1.263 -0.815 0.104
O -2.125 -1.350 -0.854
O -0.940 -1.401 1.153
O 2.835 1.158 0.350
H 1.093 2.374 0.595
H 1.226 -0.196 -1.120
H -0.981 0.801 -1.327
H -0.883 1.195 0.358
H -2.851 -1.821 -0.467

---

Maximum force for every record listed, in sequence, given in eV Å⁻¹: 4.90 1.90 1.30 7.24 6.59 3.45 1.22 2.27 5.28 1.61 5.27 3.80 1.55 4.00.